Entry 1:
{"formula": "HIN3P3", "method": "wB97M-V/def2-TZVPD", "symbols": ["N", "N", "N", "P", "P", "P", "I", "H"], "positions_angstrom": [[0.03305, 0.80822, -1.86533], [-0.46677, 1.57933, 0.52531], [-0.29005, -1.10443, -0.05148], [0.76859, -0.47896, -1.46854], [-0.68271, 2.07568, -0.95587], [-0.38525, 0.13452, 1.23113], [-0.10587, -2.91251, 0.97887], [1.12901, -0.10186, 1.60590]], "forces_ev_per_angstrom": [[-0.32, 1.34, 0.19], [-0.17, 1.75, -0.79], [0.55, 0.61, -1.56], [-1.23, -1.89, 1.82], [0.69, -1.53, 0.17], [1.91, -2.08, 1.12], [0.24, 0.70, -0.76], [-1.67, 1.11, -0.19]], "lowdin_charge": [-0.659, -0.704, -1.141, 0.734, 0.714, 0.504, 0.604, -0.054], "total_energy_ha": -1486.58660, "charge": 0, "largest_force_ev_per_a": 3.0, "homo_lumo_gap_ha": 0.25991}

=====

Entry 2:
{"formula": "HIP2S", "method": "wB97M-V/def2-TZVPD", "symbols": ["S", "P", "P", "I", "H"], "positions_angstrom": [[1.28486, -2.54978, -0.19408], [0.84759, -0.85796, 0.66430], [0.16359, 0.77906, -0.80148], [-2.56675, 0.75680, 0.00239], [0.27071, 1.87187, 0.32887]], "forces_ev_per_angstrom": [[-0.45, 1.40, 0.10], [0.03, -0.69, 0.10], [-1.84, 1.22, 2.01], [2.15, -0.23, -0.59], [0.12, -1.69, -1.62]], "lowdin_charge": [0.005, -0.032, 0.151, 0.020, -0.144], "smiles": "S=P#[PH]I", "total_energy_ha": -1379.15190, "charge": 0, "largest_force_ev_per_a": 3.0, "homo_lumo_gap_ha": 0.22933}

=====

Entry 3:
{"formula": "HN2O", "method": "wB97M-V/def2-TZVPD", "symbols": ["N", "N", "O", "H"], "positions_angstrom": [[0.70014, -0.14331, 0.02993], [1.81528, 0.00689, -0.07859], [2.98288, -0.00255, 0.03860], [-0.20602, 0.25477, 0.15180]], "forces_ev_per_angstrom": [[2.12, -0.61, -0.73], [2.78, -0.23, 1.94], [-3.73, 0.14, -1.17], [-1.16, 0.70, -0.04]], "lowdin_charge": [0.449, -0.014, 0.357, 0.208], "smiles": "N=[N+]=O", "total_energy_ha": -184.90453, "charge": 1, "largest_force_ev_per_a": 3.9, "homo_lumo_gap_ha": 0.47689}

=====

Entry 4:
{"formula": "HN2O3P", "method": "wB97M-V/def2-TZVPD", "symbols": ["N", "N", "O", "O", "O", "P", "H"], "positions_angstrom": [[1.15756, -0.32334, -1.32333], [-1.21997, -0.00278, 1.69818], [1.96098, -1.23298, -1.55194], [-1.14596, -0.14323, 2.86116], [-0.33082, 0.09496, 0.84734], [-0.23110, 0.21316, -1.66392], [-0.19070, 1.39421, -0.86748]], "forces_ev_per_angstrom": [[3.92, -1.98, 0.05], [2.49, 0.13, -1.31], [-1.08, 1.11, 0.37], [-0.50, -0.03, 0.22], [-2.31, -0.36, 2.73], [-2.72, 1.16, -1.63], [0.20, -0.03, -0.43]], "lowdin_charge": [-0.538, -0.127, -0.074, 0.138, -0.099, 0.819, -0.119], "total_energy_ha": -676.92523, "charge": 0, "largest_force_ev_per_a": 4.4, "homo_lumo_gap_ha": [0.30997, 0.22568]}

=====

Result set for relative energy (zero: lowest compared OMol25 entry of this formula, charge and spin): 199.3, 152.0, 8.5, 237.5 kJ/mol, one per record in the order listed.